Molecular formula: C25H24F10FeN4O6PS2
Method: DFT, the ωB97M-V functional and the def2-TZVPD basis

```
! RIJCOSX wB97M-V def2-TZVPD def2/J DEFGRID3
* xyz -1 5
Fe -0.442 0.194 -0.379
C -1.409 -1.475 2.839
N -2.245 -0.671 1.969
C -3.462 -1.392 1.637
C -2.487 0.649 2.542
C -1.393 1.632 2.119
N -1.312 1.688 0.660
C -2.310 2.264 0.017
C -3.554 0.985 -1.408
F -3.267 -0.308 -1.556
C -4.795 1.475 -1.462
F -5.810 0.627 -1.754
C -5.139 2.829 -1.170
C -4.403 3.580 -0.322
F -4.870 4.813 -0.025
C -3.201 3.250 0.360
F -2.953 3.977 1.491
H -1.936 -1.753 3.769
H -1.094 -2.386 2.328
H -0.514 -0.919 3.117
H -3.992 -1.743 2.538
H -4.134 -0.752 1.069
H -3.215 -2.256 1.019
H -3.441 1.030 2.172
H -2.560 0.607 3.641
H -1.602 2.606 2.559
H -0.422 1.306 2.493
H -6.037 3.252 -1.599
F 1.781 0.741 -5.180
C 1.887 0.461 -3.882
F 3.134 0.043 -3.646
F 1.052 -0.539 -3.598
S 1.498 1.956 -2.825
O 0.832 1.341 -1.666
O 2.788 2.512 -2.536
N 0.654 2.861 -3.733
S -0.898 3.287 -3.416
O -1.153 4.569 -4.083
O -2.463 1.781 -1.311
C -1.710 2.066 -4.592
F -1.136 2.031 -5.793
F -1.661 0.827 -4.073
F -2.996 2.401 -4.753
C 2.369 0.591 2.462
P 1.756 -0.514 1.125
C 3.265 -0.536 0.074
C 4.032 -1.671 -0.172
C 5.187 -1.586 -0.936
C 5.592 -0.369 -1.463
C 4.824 0.764 -1.236
C 3.668 0.678 -0.478
C 1.796 -2.156 1.920
C 2.067 -2.325 3.276
C 2.008 -3.583 3.859
C 1.678 -4.690 3.092
C 1.406 -4.532 1.740
C 1.455 -3.275 1.157
H 1.668 0.638 3.296
H 2.456 1.595 2.048
H 3.347 0.266 2.820
H 3.746 -2.629 0.239
H 5.766 -2.481 -1.124
H 6.487 -0.306 -2.068
H 5.094 1.712 -1.680
H 3.059 1.564 -0.357
H 2.327 -1.476 3.894
H 2.215 -3.694 4.916
H 1.634 -5.672 3.546
H 1.138 -5.387 1.133
H 1.197 -3.156 0.113
O 0.262 -3.174 -2.051
N -0.607 -2.367 -1.921
O -0.504 -1.673 -0.799
*
```

## Properties
Gap between HOMO and LUMO (alpha / beta), eV: 7.466 / 7.522
Strongest force on any atom, hartree/bohr: 0.0070
Lowest unoccupied orbital energy (alpha / beta), eV: 2.31 / 2.31

---

Molecular formula: BrO2S2
Method: DFT, the ωB97M-V functional and the def2-TZVPD basis

```
! RIJCOSX wB97M-V def2-TZVPD def2/J DEFGRID3
* xyz -1 1
O -1.649 0.060 -0.566
O 0.343 -1.373 -0.975
S -0.325 -0.575 1.711
S -0.320 -0.356 -0.213
Br 1.950 2.244 0.043
*
```

## Properties
Gap between HOMO and LUMO (alpha / beta), eV: 5.763 / 5.757
Strongest force on any atom, hartree/bohr: 0.0628
Lowest unoccupied orbital energy (alpha / beta), eV: 1.09 / 1.08

---

Molecular formula: C23H26N2O4
Method: DFT, the ωB97M-V functional and the def2-TZVPD basis

```
! RIJCOSX wB97M-V def2-TZVPD def2/J DEFGRID3
* xyz 0 1
C 1.185 -2.563 -2.796
C 1.135 -1.636 -1.859
C 1.174 -1.909 -0.384
N 0.079 -1.257 0.282
C -1.113 -1.698 0.307
C -1.547 -2.993 -0.337
C -2.715 -3.674 0.373
C -3.140 -4.922 -0.404
C -2.312 -4.075 1.794
C -3.866 -2.674 0.412
C -3.500 -1.368 1.064
O -4.395 -0.729 1.635
C -2.135 -0.892 0.979
C -1.855 0.355 1.534
O -2.775 1.077 2.123
C -0.502 0.981 1.490
C -0.466 2.439 1.937
C 0.979 2.945 1.966
N 1.665 2.650 0.726
C 1.382 3.280 -0.478
O 0.619 4.201 -0.617
C 2.207 2.576 -1.493
C 2.317 2.768 -2.854
C 3.169 1.924 -3.559
C 3.885 0.927 -2.915
C 3.778 0.737 -1.540
C 2.930 1.572 -0.843
C 2.581 1.615 0.598
O 2.984 0.931 1.504
H 1.152 -2.315 -3.844
H 1.275 -3.610 -2.558
H 1.040 -0.589 -2.120
H 2.079 -1.456 0.039
H 1.214 -2.992 -0.206
H -1.820 -2.771 -1.374
H -0.695 -3.676 -0.373
H -3.430 -4.666 -1.421
H -3.986 -5.403 0.083
H -2.322 -5.637 -0.452
H -3.153 -4.529 2.313
H -1.497 -4.795 1.768
H -1.983 -3.209 2.364
H -4.736 -3.080 0.934
H -4.183 -2.440 -0.610
H -3.646 0.554 2.087
H -0.133 0.879 0.468
H 0.173 0.374 2.100
H -1.052 3.048 1.247
H -0.897 2.546 2.932
H 1.545 2.446 2.756
H 0.996 4.026 2.126
H 1.756 3.546 -3.349
H 3.273 2.046 -4.627
H 4.536 0.285 -3.489
H 4.333 -0.036 -1.034
*
```

## Properties
Gap between HOMO and LUMO, eV: 8.282
Strongest force on any atom, hartree/bohr: 0.0154
Lowest unoccupied orbital energy, eV: -0.39
SMILES: C=CC/N=C1\CC(C)(C)CC(=O)\C1=C(/O)CCCN1C(=O)c2ccccc2C1=O

---

Molecular formula: C4H13N3
Method: DFT, the ωB97M-V functional and the def2-TZVPD basis

```
! RIJCOSX wB97M-V def2-TZVPD def2/J DEFGRID3
* xyz 1 2
N 0.957 1.084 0.158
C -0.132 0.270 -0.286
C -0.501 -0.663 0.818
C 0.768 -1.215 1.470
N 1.127 -2.395 0.829
C -1.326 1.110 -0.759
N -1.042 1.747 -2.006
H 1.214 1.868 -0.471
H 0.789 1.483 1.067
H 0.242 -0.349 -1.098
H -1.045 -1.565 0.483
H -1.179 -0.233 1.546
H 1.534 -0.406 1.449
H 0.480 -1.463 2.464
H 1.868 -2.926 1.300
H 1.288 -2.345 -0.181
H -2.201 0.494 -0.762
H -1.505 1.852 -0.019
H -0.377 1.290 -2.620
H -1.866 2.044 -2.507
*
```

## Properties
Gap between HOMO and LUMO (alpha / beta), eV: 10.070 / 4.577
Strongest force on any atom, hartree/bohr: 0.0404
Lowest unoccupied orbital energy (alpha / beta), eV: -2.79 / -8.27

---

Molecular formula: HI2OP
Method: DFT, the ωB97M-V functional and the def2-TZVPD basis

```
! RIJCOSX wB97M-V def2-TZVPD def2/J DEFGRID3
* xyz 0 1
O -0.889 0.523 1.270
P 0.608 0.101 0.650
I 1.392 0.650 -2.848
I 0.361 -2.310 0.208
H -1.472 1.036 0.719
*
```

## Properties
Gap between HOMO and LUMO (alpha / beta), eV: 7.820 / 5.703
Strongest force on any atom, hartree/bohr: 0.0387
Lowest unoccupied orbital energy (alpha / beta), eV: -1.88 / -2.96

---

Molecular formula: C7H15N5
Method: DFT, the ωB97M-V functional and the def2-TZVPD basis

```
! RIJCOSX wB97M-V def2-TZVPD def2/J DEFGRID3
* xyz 2 1
C 2.130 1.648 0.040
N 0.844 1.065 -0.269
C -0.353 1.858 -0.299
N -1.239 1.024 -1.158
C -0.851 -0.432 -0.865
C -0.752 -1.194 -2.181
N -1.937 -0.961 -0.114
C -1.868 -1.466 1.027
N -0.724 -1.525 1.834
C 0.405 -0.937 1.495
N 1.440 -0.833 2.265
C 0.529 -0.276 -0.181
H 2.286 2.521 -0.591
H 2.207 1.967 1.083
H 2.915 0.930 -0.189
H -0.828 1.989 0.686
H -0.153 2.841 -0.734
H -2.245 1.150 -0.975
H -1.078 1.225 -2.154
H -1.718 -1.202 -2.682
H -0.479 -2.231 -1.997
H 0.002 -0.754 -2.829
H -2.766 -1.882 1.465
H -0.818 -1.983 2.741
H 2.292 -0.383 1.955
H 1.459 -1.222 3.207
H 1.298 -0.936 -0.581
*
```

## Properties
Gap between HOMO and LUMO, eV: 9.536
Strongest force on any atom, hartree/bohr: 0.0599
Lowest unoccupied orbital energy, eV: -7.56
SMILES: CN1C[NH2+][C@]2(C)N=CNC(=[NH2+])[C@H]12

---

The evaluated relative energy (zero: lowest compared OMol25 entry of this formula, charge and spin) for the records listed, in turn: 26.7; 21.2; 42.5; 20.1; 39.9; 7.4 kcal per mole.